(1)
Density functional theory data (ωB97M-V/def2-TZVPD) for a 10-piece molecular cluster, C58H119F2N13O6S2 overall.

The geometry in ORCA input format:
```
! wB97M-V def2-TZVPD RIJCOSX def2/J DEFGRID3
* xyz 6 1
C 6.70796 4.35592 2.70393
C 6.79786 2.84530 2.80753
N 6.60595 2.20066 1.62299
C 5.55863 1.36046 1.32787
C 5.58185 0.97260 -0.01191
N 6.89432 1.31751 -0.42411
C 7.44672 2.17202 0.52929
C 7.52195 0.95933 -1.68855
H 6.60072 4.85609 3.66644
H 5.81631 4.74351 2.21116
H 7.47568 4.89195 2.14592
H 6.08335 2.56976 3.58319
H 7.76839 2.59864 3.23803
H 4.70279 1.24264 1.97599
H 4.91849 0.28631 -0.51723
H 8.35722 2.75214 0.55848
H 6.78662 0.64156 -2.42775
H 8.16097 0.10920 -1.44970
H 8.08392 1.81749 -2.05713
C 2.48789 -4.06310 4.01904
C 3.30043 -5.15547 3.35311
N 2.64116 -5.75160 2.25736
C 2.38127 -5.20942 1.00850
C 1.72980 -6.16301 0.21668
N 1.38490 -7.22948 1.01817
C 2.09172 -7.01966 2.17644
C 0.70064 -8.43822 0.55339
H 3.17083 -3.68992 4.78221
H 1.64081 -4.50354 4.54493
H 2.02015 -3.22068 3.50948
H 3.82748 -5.79134 4.06445
H 4.18887 -4.67886 2.93885
H 2.70380 -4.21029 0.75530
H 1.56819 -6.16636 -0.85115
H 2.25375 -7.81720 2.88643
H 0.82463 -9.27327 1.24290
H 1.15696 -8.75201 -0.38544
H -0.38771 -8.37840 0.55520
C -5.60607 1.08076 3.93714
C -5.48127 -0.44995 3.89924
N -4.36663 -0.90406 3.06283
C -3.23506 -1.47577 3.59131
C -2.39304 -1.82180 2.56977
N -2.99085 -1.46453 1.44846
C -4.11466 -0.81699 1.71581
C -2.34787 -1.67920 0.18877
H -5.71422 1.77327 3.10238
H -4.74391 1.42189 4.51021
H -6.45136 1.27812 4.59642
H -6.35301 -0.96695 3.49813
H -5.35134 -0.96915 4.84879
H -3.13796 -1.55174 4.66425
H -1.40105 -2.24861 2.58383
H -4.67711 -0.22994 1.00489
H -2.96159 -2.50614 -0.16848
H -1.28718 -1.93026 0.18846
H -2.51025 -0.76066 -0.37515
C 9.16817 -2.47957 1.95911
C 8.98410 -0.95769 2.23081
N 7.98567 -0.69053 3.23752
C 8.08632 -0.14062 4.51269
C 6.85297 -0.01057 5.10114
N 5.97651 -0.61455 4.20033
C 6.68228 -1.11141 3.09516
C 4.50397 -0.61773 4.29106
H 8.28452 -3.03909 1.65221
H 9.71054 -3.02799 2.72929
H 9.89814 -2.61136 1.16044
H 8.70815 -0.39394 1.33966
H 9.98115 -0.57822 2.45439
H 9.05757 0.24464 4.78592
H 6.57006 0.47243 6.02476
H 6.33490 -1.67501 2.24188
H 3.95823 -1.25224 3.59273
H 4.16660 0.41425 4.19454
H 4.22742 -0.93216 5.29741
C -1.44062 -4.86877 -1.56835
C -0.39844 -3.96055 -2.35839
C -0.95567 -3.15961 -3.60904
N 0.02881 -2.26949 -4.37919
C 0.35844 -1.00457 -3.51729
C -0.47738 -1.93027 -5.82322
C 0.70752 -1.66829 -6.71389
C 1.91484 -2.24459 -5.95807
C 1.32828 -2.99140 -4.73614
H -1.05549 -5.07617 -0.56996
H -1.64461 -5.81568 -2.06818
H -2.34653 -4.28999 -1.38824
H 0.39919 -4.64811 -2.63971
H 0.07314 -3.19832 -1.73813
H -1.73508 -2.42348 -3.41223
H -1.30340 -3.91753 -4.31099
H 0.73090 -0.25157 -4.21181
H 1.15615 -1.27878 -2.82695
H -0.55725 -0.75814 -2.97982
H -1.16073 -1.08240 -5.77583
H -0.98931 -2.85908 -6.07488
H 0.81773 -0.59520 -6.87020
H 0.66671 -2.24271 -7.63935
H 2.56599 -1.50454 -5.49284
H 2.67323 -2.81357 -6.49586
H 1.98793 -3.16584 -3.88612
H 1.09426 -3.97053 -5.15403
C -3.92234 3.23345 0.79604
C -5.13921 3.76788 0.02294
C -5.81139 2.55954 -0.78977
N -7.06150 3.01193 -1.56642
C -8.25078 3.29756 -0.66110
C -6.81572 4.24296 -2.45771
C -7.77092 4.11860 -3.59750
C -8.13135 2.62586 -3.72824
C -7.44726 1.92640 -2.63175
H -4.17145 2.42060 1.47818
H -3.53047 4.04880 1.40410
H -3.18625 2.95066 0.04351
H -4.86755 4.60320 -0.62246
H -5.78439 4.27420 0.74090
H -6.18752 1.75375 -0.15943
H -5.11771 2.09949 -1.49351
H -7.86180 4.05185 0.02288
H -8.45046 2.39795 -0.07893
H -9.13389 3.63410 -1.20420
H -6.77492 5.17396 -1.89230
H -5.87027 4.07264 -2.97270
H -8.64303 4.73295 -3.37367
H -7.25304 4.43940 -4.50138
H -9.19759 2.43162 -3.61204
H -7.89123 2.21741 -4.70988
H -7.99981 1.12660 -2.13869
H -6.51126 1.52249 -3.01758
C -1.78090 2.42888 -2.72410
C -1.90109 2.45201 -4.27407
C -3.37109 2.71889 -4.71508
N -3.52660 2.99901 -6.26369
C -2.83919 4.33664 -6.64962
C -5.02129 3.03936 -6.65250
C -5.05273 2.57762 -8.09637
C -3.80829 1.75155 -8.42659
C -2.98569 1.81113 -7.15126
H -0.85748 1.97265 -2.36739
H -2.67512 2.06298 -2.21952
H -1.72104 3.46043 -2.37710
H -1.49598 1.60208 -4.82327
H -1.19579 3.23177 -4.56153
H -3.72916 3.60315 -4.18784
H -4.02566 1.90192 -4.41145
H -2.90273 4.24316 -7.73374
H -1.83703 4.18520 -6.24857
H -3.36197 5.20856 -6.25646
H -5.50931 4.00265 -6.50410
H -5.58560 2.31683 -6.06291
H -5.17576 3.44069 -8.75064
H -5.89972 1.90634 -8.23810
H -3.22665 2.20629 -9.22847
H -4.09829 0.74193 -8.71756
H -1.94488 2.08067 -7.33064
H -3.04917 0.88189 -6.58506
C 0.01202 -2.08225 6.36733
C 0.40938 -0.61039 6.11204
C -0.60260 0.13492 5.28395
N -0.40645 1.63697 5.26691
C -0.93514 2.35731 6.55366
C -1.20918 2.31553 4.09797
C -0.45621 3.60404 3.95052
C 0.99423 3.31427 4.19247
C 1.03661 2.03097 4.98217
H 0.69927 -2.60688 7.03106
H 0.09316 -2.61800 5.42155
H -1.02620 -2.19586 6.67924
H 1.32199 -0.59201 5.51631
H 0.61816 -0.07716 7.03950
H -1.63258 0.09235 5.63812
H -0.64059 -0.18791 4.24355
H -0.18139 2.11177 7.30177
H -1.80728 1.82189 6.92887
H -1.12900 3.39978 6.30113
H -2.25677 2.25293 4.39247
H -1.03809 1.67610 3.23196
H -0.86647 4.36925 4.60949
H -0.65763 3.99813 2.95441
H 1.60233 4.11873 4.60617
H 1.42005 3.17941 3.19820
H 1.53903 1.99220 5.94870
H 1.46567 1.27962 4.31924
N -0.04559 0.10038 1.69321
S 0.17198 1.08649 0.62551
O 0.16301 0.54925 -0.75759
O 1.01399 2.26209 0.91126
F -1.27556 1.65309 0.55622
S 1.37659 -0.74086 1.37007
O 2.66253 -0.04562 1.06566
O 1.13283 -2.02912 0.82460
F 1.58620 -1.02794 2.87269
C 3.84676 -2.35045 -1.32205
C 5.04884 -2.38480 -0.32149
O 4.87223 -2.74583 0.89487
O 6.18672 -2.03990 -0.77537
H 2.89933 -2.23108 -0.79647
H 3.63599 -3.16921 -2.01003
H 3.71315 -1.47092 -1.95187
*
```

Values from the calculation:
Energy above the lowest of the compared OMol25 structures with the same formula, charge and spin (eV): 5.083
Highest occupied orbital energy (eV): -17.69
Frontier orbital gap (eV): 6.700
Energy (eV): -120774.31053

(2)
Density functional theory data (ωB97M-V/def2-TZVPD) for a 7-piece molecular cluster, C58H125N7O7 overall.

The geometry in ORCA input format:
```
! wB97M-V def2-TZVPD RIJCOSX def2/J DEFGRID3
* xyz 0 1
C -0.31841 4.96062 -3.05421
C -0.37375 6.45626 -2.51810
C -0.61437 6.47039 -0.95742
C 0.67870 6.09195 -0.21387
C 1.87290 6.94125 -0.69884
C 2.10545 7.05723 -2.21325
N 0.85555 7.25141 -2.93382
O 0.98874 7.43787 -4.32958
C 3.11887 8.23888 -2.48060
C 2.83405 5.73703 -2.48962
C -1.52293 7.33057 -3.05295
H -1.23138 4.63898 -3.55534
H -0.17831 4.08668 -2.41805
H 0.45554 4.80779 -3.80637
H -1.07211 7.41110 -0.65143
H -1.36135 5.71978 -0.69913
H 0.89181 5.02441 -0.26919
H 0.56839 6.17598 0.86728
H 2.77537 6.53624 -0.24104
H 1.75661 7.96890 -0.35459
H 4.17673 7.98548 -2.41129
H 3.11237 8.76447 -3.43548
H 2.93216 9.01119 -1.73441
H 2.97281 5.58920 -3.56060
H 3.84673 5.73417 -2.08641
H 2.32429 4.84982 -2.11399
H -2.38946 6.79281 -2.66820
H -1.70086 7.27406 -4.12684
H -1.61818 8.36155 -2.71220
H 1.62523 6.76618 -4.58515
C -2.34567 -4.95181 6.22757
C -1.65691 -4.00842 5.18718
C -2.57668 -2.75070 5.12788
C -1.85329 -1.56727 4.37545
C -0.51491 -1.22045 5.07355
C 0.43981 -2.45467 5.13896
N -0.32681 -3.61193 5.67943
O 0.46477 -4.71362 6.07895
C 1.10834 -2.66935 3.75692
C 1.47107 -2.12530 6.25021
C -1.60349 -4.80147 3.79039
H -2.00540 -5.97014 6.41547
H -3.42108 -5.09685 6.12481
H -2.09584 -4.52957 7.20092
H -3.53405 -2.98572 4.66278
H -2.76573 -2.55310 6.18301
H -2.39778 -0.62338 4.34912
H -1.80693 -1.90411 3.33985
H -0.61703 -0.80260 6.07508
H -0.03267 -0.37475 4.58330
H 0.38750 -3.10800 3.06693
H 1.33178 -1.65658 3.42152
H 1.97408 -3.33159 3.75203
H 2.34907 -2.76434 6.15619
H 1.74087 -1.06980 6.21493
H 0.93335 -2.15746 7.19779
H -0.89399 -5.62753 3.83885
H -1.45525 -4.09536 2.97337
H -2.58798 -5.23717 3.61997
H 0.31689 -4.77217 7.02568
C -6.56044 2.59717 -1.94122
C -5.54487 3.70604 -1.70696
C -4.41608 3.56481 -2.72738
C -4.95225 4.06677 -4.10656
C -5.32956 5.59370 -4.02853
C -6.40767 5.85730 -2.89187
N -6.11231 5.09992 -1.67346
O -7.07936 5.18939 -0.68890
C -6.43795 7.35578 -2.50524
C -7.85743 5.47034 -3.47591
C -4.71383 3.41871 -0.36996
H -6.23883 1.67295 -1.46116
H -6.77726 2.41129 -2.99315
H -7.52276 2.66516 -1.43386
H -3.55515 4.21242 -2.56153
H -4.04203 2.54676 -2.83577
H -5.82340 3.55864 -4.52007
H -4.21490 4.03598 -4.90872
H -5.76528 6.02452 -4.92998
H -4.48398 6.25147 -3.82748
H -6.74915 8.01132 -3.31858
H -7.17406 7.66379 -1.76269
H -5.48587 7.70771 -2.10802
H -8.04191 6.11932 -4.33201
H -7.73510 4.42286 -3.75143
H -8.67510 5.69581 -2.79132
H -4.17158 4.22271 0.12767
H -3.92759 2.67777 -0.51470
H -5.29300 2.86899 0.37199
H -7.87934 4.92196 -1.14728
C -2.17509 -1.62426 0.06225
C -0.88291 -0.79143 -0.00382
C 0.34368 -1.79166 -0.02910
C 1.63567 -1.08685 -0.44566
C 1.38171 -0.31746 -1.81062
C 0.21026 0.67457 -1.80340
N -0.98650 -0.01984 -1.24901
O -2.10956 0.77710 -1.33355
C 0.73304 1.97694 -1.11850
C -0.06684 1.10552 -3.26798
C -0.83796 0.15981 1.22076
H -3.01129 -0.94853 0.24186
H -2.18700 -2.37678 0.85072
H -2.36242 -2.17900 -0.85715
H 0.66741 -2.17951 0.93675
H 0.02054 -2.64081 -0.63128
H 2.49335 -1.75928 -0.42734
H 1.86759 -0.34696 0.32043
H 1.23343 -1.07819 -2.57704
H 2.34724 0.16974 -1.94656
H -0.05387 2.66115 -0.80113
H 1.43125 1.90341 -0.28471
H 1.24677 2.58350 -1.86432
H -0.41401 0.25225 -3.85064
H -0.84681 1.86692 -3.26203
H 0.76726 1.56872 -3.79508
H -1.83786 0.54264 1.42508
H -0.14220 0.99794 1.26013
H -0.74485 -0.46919 2.10607
H -2.43632 0.54482 -2.20583
C 3.76670 -5.45853 0.22488
C 2.64509 -6.00543 -0.62521
C 3.10871 -7.29150 -1.35166
C 3.06148 -8.57509 -0.46019
C 1.69729 -8.87890 0.16259
C 1.19056 -7.61912 0.98883
N 1.37583 -6.42062 0.07901
O 0.75864 -5.28970 0.66625
C -0.29500 -7.91644 1.20574
C 1.95260 -7.50316 2.34794
C 2.34458 -4.89154 -1.69346
H 4.38762 -6.11906 0.83008
H 3.42411 -4.67734 0.90346
H 4.55946 -5.03224 -0.38985
H 2.49488 -7.42910 -2.24183
H 4.04073 -7.09135 -1.88024
H 3.80112 -8.43171 0.32751
H 3.43560 -9.44675 -0.99715
H 1.83193 -9.75403 0.79828
H 1.02957 -9.18057 -0.64442
H -0.91355 -7.70595 0.33328
H -0.54654 -8.91738 1.55641
H -0.76101 -7.30137 1.97556
H 2.89733 -6.97652 2.21288
H 1.49683 -6.86389 3.10406
H 2.19939 -8.40724 2.90458
H 2.05529 -3.91727 -1.29948
H 1.61006 -5.05389 -2.48226
H 3.23113 -4.69419 -2.29610
H -0.15319 -5.35093 0.37228
C 5.51205 3.67112 -0.69930
C 5.53229 2.42915 0.24452
C 7.04134 2.11986 0.68680
C 7.17570 1.20288 1.90585
C 6.36335 1.64818 3.10529
C 4.85976 1.92614 2.75288
N 4.77474 2.69846 1.47348
O 3.39949 3.03470 1.20118
C 4.05998 0.59265 2.68961
C 4.23913 2.75579 3.98353
C 5.09400 1.18635 -0.43025
H 5.52350 4.54549 -0.04854
H 4.67082 3.88691 -1.35798
H 6.42944 3.67939 -1.28787
H 7.63354 1.44174 0.07234
H 7.57799 3.02696 0.96479
H 8.21859 1.07733 2.19689
H 6.79810 0.20978 1.66238
H 6.75008 2.59724 3.47651
H 6.32163 0.95842 3.94826
H 4.73436 -0.25406 2.56161
H 3.57104 0.45172 3.65355
H 3.33586 0.67178 1.87875
H 4.45332 2.24716 4.92349
H 4.66425 3.75673 4.05774
H 3.15090 2.73953 3.92355
H 4.03177 1.15478 -0.67265
H 5.38031 0.22619 -0.00105
H 5.67238 1.13905 -1.35294
H 3.54930 3.97601 1.08670
C -3.70209 -5.67410 -0.86723
C -3.18498 -6.37186 -2.03898
C -2.08688 -5.67610 -2.87985
O -2.51151 -4.39369 -3.41481
C -1.42119 -3.49854 -3.48151
N -2.78674 -7.69174 -1.62685
H -4.63024 -6.13721 -0.53232
H -3.90824 -4.63035 -1.10425
H -3.00365 -5.65505 -0.03061
H -4.07026 -6.39016 -2.67461
H -1.87284 -6.43581 -3.63160
H -1.23533 -5.59810 -2.20392
H -1.84482 -2.53371 -3.76032
H -0.79002 -3.70560 -4.34571
H -0.83482 -3.50821 -2.56272
H -2.68210 -8.31328 -2.41605
H -3.53347 -8.10684 -1.08815
*
```

Values from the calculation:
Energy above the lowest of the compared OMol25 structures with the same formula, charge and spin (eV): 2.943
Highest occupied orbital energy (eV): -8.00
Frontier orbital gap (eV): 8.532
Energy (eV): -86924.66031
SMILES string: CC1(C)CCCC(C)(C)N1O.CC1(C)CCCC(C)(C)N1O.CC1(C)CCCC(C)(C)N1O.CC1(C)CCCC(C)(C)N1O.CC1(C)CCCC(C)(C)N1O.CC1(C)CCCC(C)(C)N1O.COC[C@H](C)N

Which value of highest occupied orbital energy does entry 1 give?
-17.69 eV

The lowest energy above the lowest of the compared OMol25 structures with the same formula, charge and spin belongs to which entry?
C58H125N7O7

highest occupied orbital energy of number 1 (C58H119F2N13O6S2)?
-17.69 eV

Which value of highest occupied orbital energy does entry 2 give?
-8.00 eV